No. 1
{"formula": "C13H19Cl2HfN", "method": "ωB97M-V with the def2-TZVPD basis set", "species": ["Hf", "Cl", "Cl", "C", "H", "H", "C", "C", "H", "C", "H", "C", "H", "H", "C", "H", "H", "C", "H", "H", "H", "H", "N", "C", "C", "C", "C", "C", "C", "H", "H", "H", "H", "H", "H", "H"], "xyz": [[0.819762, -0.261692, -0.193726], [0.769199, -2.563499, -0.552118], [1.556063, 1.578549, 1.020505], [2.270291, -0.042787, -1.568617], [2.910667, 0.847936, -1.548104], [2.657456, -0.898465, -2.125337], [-0.535490, 0.530840, -1.624470], [0.750483, 0.470051, -2.300533], [-0.562872, 1.038566, -0.590159], [0.678562, -0.475790, -3.577505], [1.059238, 1.497187, -2.589213], [-0.499402, -0.114856, -4.470362], [1.652097, -0.421328, -4.094538], [0.551908, -1.492808, -3.171689], [-1.808995, -0.050678, -3.682163], [-0.276169, 0.871724, -4.905557], [-0.550232, -0.833698, -5.288187], [-1.661343, 0.930136, -2.523577], [-2.635127, 0.190240, -4.363552], [-2.026879, -1.042105, -3.285504], [-1.398044, 1.913062, -2.956711], [-2.593045, 1.104021, -1.995288], [-0.258041, -1.032692, 1.843610], [-0.109346, -0.421486, 3.152356], [1.145233, -0.411985, 3.741700], [1.256208, 0.036261, 5.067190], [0.115898, 0.469885, 5.749119], [-1.120162, 0.524221, 5.103008], [-1.238133, 0.102608, 3.771527], [0.086992, -1.997707, 1.871860], [-1.261688, -1.138276, 1.657781], [2.024648, -0.727186, 3.173858], [2.224163, 0.031554, 5.568043], [0.197189, 0.766249, 6.800333], [-1.999059, 0.877499, 5.645550], [-2.192030, 0.146448, 3.240472]], "forces_ev_per_angstrom": [[-2.184, -1.392, 2.292], [0.042, -1.860, 0.032], [0.449, 1.305, 1.150], [0.349, 0.865, -1.681], [-0.075, -0.486, -0.223], [-0.001, 0.439, -0.125], [-1.398, -1.259, 2.640], [3.975, 0.944, -3.558], [-0.423, 1.220, -1.420], [-0.176, 0.442, 1.122], [0.035, -0.445, -0.302], [0.398, 0.249, -0.008], [-0.546, -0.001, 0.089], [0.098, 0.204, -0.253], [0.115, -0.265, -0.295], [-0.240, -0.148, -0.062], [-0.148, 0.019, -0.098], [0.008, 0.575, -0.399], [0.117, 0.245, 0.249], [-0.025, -0.132, 0.113], [-0.134, -0.045, -0.047], [-0.136, -0.289, 0.224], [-0.302, -0.280, 0.568], [-0.285, -0.219, -0.490], [0.076, 0.264, 0.768], [-0.261, -0.128, -0.435], [0.076, -0.004, 0.106], [0.024, 0.016, -0.232], [0.339, 0.000, 0.750], [-0.052, 0.279, 0.026], [0.385, 0.085, -0.140], [-0.316, -0.009, 0.255], [-0.250, 0.010, -0.165], [-0.055, -0.057, -0.461], [0.267, -0.054, -0.213], [0.254, -0.089, 0.223]], "e_above_lowest_ev": 0.0283, "mol_weight_da": 438.70, "lumo_ev": 0.431, "homo_energy_ev": -7.721}

***

No. 2
{"formula": "C33H80F3Na2O19S", "method": "ωB97M-V with the def2-TZVPD basis set", "species": ["Na", "Na", "C", "F", "F", "F", "S", "O", "O", "O", "C", "O", "C", "C", "O", "C", "H", "H", "H", "H", "H", "H", "H", "H", "H", "H", "C", "O", "C", "C", "O", "C", "H", "H", "H", "H", "H", "H", "H", "H", "H", "H", "C", "O", "C", "C", "O", "C", "H", "H", "H", "H", "H", "H", "H", "H", "H", "H", "C", "O", "C", "C", "O", "C", "H", "H", "H", "H", "H", "H", "H", "H", "H", "H", "C", "O", "C", "C", "O", "C", "H", "H", "H", "H", "H", "H", "H", "H", "H", "H", "C", "O", "C", "C", "O", "C", "H", "H", "H", "H", "H", "H", "H", "H", "H", "H", "C", "O", "C", "C", "O", "C", "H", "H", "H", "H", "H", "H", "H", "H", "H", "H", "C", "O", "C", "C", "O", "C", "H", "H", "H", "H", "H", "H", "H", "H", "H", "H"], "xyz": [[2.024745, -0.911588, 4.241201], [4.815039, 1.411021, 0.191681], [-0.357006, 0.651273, -0.234683], [-0.124080, -0.682524, -0.645272], [-0.507578, 1.348920, -1.358943], [-1.441244, 0.838366, 0.640439], [1.229536, 1.313112, 0.749358], [1.431150, 0.386840, 1.838473], [2.379807, 1.288777, -0.178458], [0.875056, 2.707133, 1.141539], [-1.436174, -5.882339, -6.477652], [-0.144442, -5.972658, -6.027438], [0.059844, -6.700519, -4.805845], [-0.422260, -5.980714, -3.527321], [0.153424, -4.707481, -3.488366], [0.215264, -4.174149, -2.120392], [-1.726915, -6.780115, -7.023134], [-1.732108, -4.973049, -7.000833], [-2.161409, -5.976022, -5.669349], [1.137033, -6.656470, -4.645151], [-0.387623, -7.691102, -4.887115], [-0.379527, -6.604980, -2.634817], [-1.486790, -5.755943, -3.593415], [-0.818421, -4.084838, -1.786331], [0.586339, -3.151252, -2.056448], [0.591337, -4.888197, -1.387721], [-0.434303, 0.636854, 5.092559], [-0.045972, -0.679334, 5.449069], [-0.922612, -1.630464, 4.902087], [-0.347450, -3.098881, 5.012219], [0.980094, -2.993606, 4.504052], [1.526244, -4.206983, 4.207743], [-1.522407, 0.670038, 5.147617], [-0.018954, 0.926138, 4.127207], [-0.079119, 1.352225, 5.834308], [-1.187988, -1.312166, 3.893933], [-1.884406, -1.560921, 5.410215], [-0.977555, -3.796889, 4.460979], [-0.312082, -3.415115, 6.054744], [1.328598, -4.909867, 5.017054], [2.574769, -4.190468, 3.910368], [0.914748, -4.532426, 3.366162], [2.685619, 2.674100, 4.320328], [2.535017, 1.587591, 5.217384], [3.741291, 1.494693, 6.062879], [3.563556, 0.325000, 6.999533], [3.431234, -0.892639, 6.245570], [3.343420, -2.050684, 6.968092], [3.652768, 2.637521, 3.818948], [2.462631, 3.612166, 4.828673], [1.868350, 2.632768, 3.600285], [3.798822, 2.443215, 6.596831], [4.683564, 1.486597, 5.515005], [2.687861, 0.408341, 7.643215], [4.429557, 0.384921, 7.658737], [2.778500, -2.002700, 7.899044], [4.387461, -2.074892, 7.280351], [3.218752, -2.987955, 6.425803], [0.114574, -2.857137, -8.557826], [0.933121, -2.249506, -7.543409], [0.505445, -2.574764, -6.193271], [1.454774, -1.873769, -5.253141], [0.867587, -0.791421, -4.534523], [1.747911, -0.356966, -3.491704], [0.802483, -2.992179, -9.392472], [-0.649435, -2.186735, -8.951462], [-0.481967, -3.744260, -8.345090], [0.500930, -3.663472, -6.140507], [-0.511020, -2.214836, -6.034044], [2.230134, -1.465345, -5.901292], [1.752196, -2.596726, -4.493558], [1.156009, 0.259958, -2.815570], [2.557128, 0.235747, -3.918291], [2.286640, -1.132356, -2.947050], [-4.630349, 6.099470, 1.288869], [-3.631282, 5.670143, 0.375940], [-2.452901, 6.481900, 0.341011], [-1.372612, 5.498107, -0.081687], [-0.191792, 6.134793, -0.516083], [0.872292, 5.214116, -0.733614], [-5.416319, 5.360684, 1.445529], [-5.199135, 6.981929, 0.995860], [-4.236448, 6.189448, 2.301213], [-2.212249, 7.073432, 1.224348], [-2.699919, 7.207361, -0.434090], [-1.628700, 4.883926, -0.944990], [-1.151195, 4.732113, 0.661498], [1.249040, 4.882936, 0.234106], [1.739770, 5.747398, -1.122435], [0.714601, 4.354090, -1.384454], [-4.524331, -4.350471, -0.731705], [-3.945875, -3.371184, 0.049970], [-3.754716, -2.077888, -0.535755], [-2.854340, -2.065036, -1.746103], [-3.048408, -0.794774, -2.349739], [-2.245793, -0.553592, -3.413989], [-3.810539, -5.165409, -0.852051], [-4.699077, -3.947775, -1.729404], [-5.446934, -4.778551, -0.339748], [-3.345338, -1.378134, 0.192835], [-4.705505, -1.744325, -0.951507], [-2.956740, -2.891707, -2.449109], [-1.833495, -2.197993, -1.387934], [-2.377508, -1.291222, -4.205600], [-1.195882, -0.464105, -3.135085], [-2.502922, 0.425365, -3.818490], [-7.255619, 0.435154, -0.288280], [-6.509124, 1.663630, -0.481958], [-5.151525, 1.341303, -0.914459], [-4.275392, 2.623166, -0.981704], [-4.530651, 3.480535, -2.097323], [-5.533576, 4.502424, -1.985769], [-7.708686, -0.003553, -1.177297], [-8.059132, 0.546345, 0.439814], [-6.642033, -0.367791, 0.120239], [-5.162178, 0.809432, -1.865829], [-4.719532, 0.594927, -0.247813], [-3.244932, 2.292061, -0.852770], [-4.548498, 3.119106, -0.050277], [-5.137544, 5.455537, -1.635274], [-6.434731, 4.223208, -1.439833], [-5.869934, 4.667951, -3.009270], [8.143763, 0.697526, 0.357801], [7.413501, 1.888006, 0.519993], [7.427931, 2.470968, 1.808684], [6.426829, 3.726455, 1.801243], [5.116619, 3.300486, 1.406280], [4.070313, 4.271659, 1.616371], [8.204647, 0.450956, -0.702198], [7.743306, -0.220507, 0.787876], [9.189060, 0.726411, 0.665395], [8.438533, 2.551681, 2.209022], [6.960905, 1.748319, 2.477831], [6.809747, 4.502462, 1.138459], [6.439680, 4.002582, 2.855616], [4.320541, 4.878648, 2.486463], [3.140826, 3.748245, 1.840401], [3.931971, 4.903708, 0.739176]], "forces_ev_per_angstrom": [[-0.219, 0.440, 0.141], [-0.414, 0.217, -0.179], [1.194, -0.172, 0.655], [-1.053, 2.377, 1.478], [-0.429, -0.316, 1.104], [1.968, -1.088, -2.242], [-0.142, 2.726, -0.594], [-0.316, -0.800, 0.895], [-0.506, -0.290, 0.071], [0.191, -2.817, -0.523], [-2.211, -1.205, 0.612], [1.389, 0.382, 0.850], [0.061, 1.327, 0.433], [-1.991, 0.326, -1.421], [1.917, 0.982, 2.035], [-1.901, -0.703, -0.910], [0.249, 0.005, -0.888], [0.723, -0.001, -0.156], [-0.089, 0.469, 0.572], [0.131, -0.774, -0.530], [0.271, -0.212, 0.111], [0.908, -0.048, 0.146], [-0.610, -0.406, -0.151], [-0.398, 0.141, 0.013], [0.613, -0.366, -0.437], [0.928, 0.043, -0.274], [-0.423, 0.353, 0.631], [1.084, -0.294, 0.280], [-0.651, -1.082, 0.076], [-0.083, 2.579, 0.000], [-0.132, 2.138, 0.720], [-0.797, -1.985, -0.962], [-0.101, 0.327, -0.485], [-0.345, -0.027, -0.282], [0.248, -0.282, 0.061], [0.405, -0.515, -0.561], [-0.144, -0.294, 0.415], [0.114, 0.012, -0.309], [0.033, -0.010, 0.126], [0.479, -0.239, 0.181], [-0.046, 0.339, 0.260], [0.441, -0.884, -0.426], [-1.241, 0.088, -0.100], [1.933, -0.590, 0.305], [-2.053, 0.353, -0.266], [-0.099, -0.125, -0.195], [-1.181, 2.421, -2.307], [2.711, -0.874, 2.162], [0.034, 0.230, 0.000], [0.719, 0.277, 0.263], [0.191, -0.404, -0.327], [-0.093, -0.065, 0.575], [-0.120, -0.593, -0.586], [-0.193, 0.296, -0.107], [0.354, -0.772, 0.109], [-0.656, 0.073, -0.292], [0.276, -1.223, 0.962], [-0.671, 0.535, -0.491], [0.486, 1.095, -0.627], [-1.175, -0.719, 0.286], [-0.213, 0.408, -1.370], [-0.433, -0.125, 0.195], [0.264, -0.298, 0.729], [-0.360, 0.609, -0.819], [-0.153, -0.534, -0.020], [-0.056, 0.638, 0.271], [0.772, -0.418, 0.644], [0.156, 0.003, 0.545], [-0.226, 0.093, 0.103], [0.615, -0.317, 0.296], [0.705, -0.128, -0.185], [0.199, -0.090, -0.033], [0.048, 0.400, -0.152], [-0.503, -0.620, 0.102], [-0.206, -0.423, 0.486], [-0.560, -0.030, 1.300], [-0.670, -0.447, -1.418], [0.690, -0.613, -0.886], [0.847, 0.282, -0.136], [0.815, 0.911, 0.940], [0.220, -0.589, -0.672], [0.476, 0.464, -0.199], [0.345, 0.535, 0.046], [-0.126, -0.491, 0.492], [0.735, 0.289, -0.280], [-1.176, 0.058, -0.114], [-0.021, 0.263, 0.753], [-0.329, -0.536, 0.116], [-0.306, 0.429, -0.450], [-0.699, 0.004, -0.025], [0.190, -0.378, -1.318], [0.939, 1.351, 1.481], [-0.990, -1.062, -1.004], [1.140, 0.322, 0.236], [-1.297, -0.951, 1.984], [1.205, 0.977, -1.510], [0.033, -0.242, -0.034], [-0.394, -0.216, -0.193], [-0.093, 0.335, 0.293], [-0.319, -0.263, 0.219], [-0.379, 0.401, 0.486], [-0.679, -0.034, -0.263], [0.402, 0.361, -0.073], [0.169, -0.217, -0.155], [0.212, -0.411, -0.077], [-0.208, 0.002, -0.081], [0.254, 0.210, 0.265], [0.347, -1.583, -0.104], [-0.496, 0.612, -0.581], [-2.075, -0.352, 0.853], [0.356, -0.564, 0.449], [0.064, -0.328, -0.640], [0.115, 0.467, -0.506], [0.038, 0.632, -0.052], [0.477, 0.079, 0.123], [-0.214, 0.222, -0.403], [0.178, 0.262, 0.559], [0.218, 0.403, -0.768], [0.227, 0.469, 0.134], [0.213, -0.186, 0.341], [0.245, -0.298, 0.370], [0.057, -0.001, -0.089], [0.860, -0.844, -0.814], [-0.254, -0.050, -0.508], [-2.102, -0.125, -0.188], [1.549, -1.633, 0.158], [0.464, -0.269, 0.191], [0.204, 0.024, 0.288], [-0.207, 0.430, -0.180], [-0.610, 0.207, 0.670], [0.044, 0.551, 0.372], [0.099, 0.966, -0.262], [-0.258, -0.193, 0.413], [-0.108, 0.146, 0.119], [-0.255, 0.623, -0.033], [0.023, 0.160, -0.035], [0.084, -0.106, -0.296], [0.115, -0.012, 0.003]], "e_above_lowest_ev": 2.5535, "mol_weight_da": 916.03, "lumo_ev": -2.999, "homo_energy_ev": -10.320, "total_charge": 1}